[1]
The following is a quantum chemistry calculation of C31H40BrO2RuS5Se as an isolated structure, from OMol25.

The net charge is -2. As for the highest occupied orbital energy (alpha / beta): -1.40 / -1.75 eV. As for the spin multiplicity: 2. The value obtained for the LUMO energy (alpha / beta) is 3.9 / 3.9 eV. As for the energy relative to the best compared isomer or geometry (same formula, charge and spin): 0.0 kcal per mole.

Each line ends with the Löwdin charge.
Element x y z (Å)
Ru1 0.0467 0.2982 -0.2911  0.39
C1 -6.0267 -3.9062 1.1534  -0.06
C2 -4.6908 -4.5640 1.5272  -0.56
C3 -4.5297 -4.5332 3.0544  -0.06
C4 -4.7451 -6.0277 1.0871  -0.08
C5 -3.5369 -3.8059 0.8736  -0.19
C6 -3.3361 -2.4609 1.1603  -0.09
C7 -2.2877 -1.7659 0.5954  -0.38
Se1 -1.9565 0.0495 1.1213  1.11
C8 -0.9810 -0.3453 2.7216  -0.38
C9 -1.6434 -0.4659 3.9246  -0.09
C10 -0.9644 -0.8513 5.0753  -0.19
C11 0.3970 -1.1154 4.9266  0.00
C12 1.1036 -1.0163 3.7332  -0.08
C13 0.4102 -0.5797 2.5635  -0.37
O1 1.0023 -0.4010 1.4338  -0.30
C14 2.6037 -1.3631 3.7675  -0.53
C15 3.3042 -1.3842 2.4029  -0.07
C16 3.3308 -0.3331 4.6467  -0.06
C17 2.7895 -2.7624 4.3803  -0.06
C18 -1.7135 -0.9793 6.4003  -0.56
C19 -0.8033 -1.4450 7.5375  -0.08
C20 -2.3106 0.3792 6.7942  -0.06
C21 -2.8513 -2.0011 6.2569  -0.06
C22 -1.3644 -2.3418 -0.3147  -0.37
O2 -0.4319 -1.6456 -0.8693  -0.31
C23 -1.5462 -3.7323 -0.5867  -0.08
C24 -2.6188 -4.3920 0.0024  0.00
C25 -0.6246 -4.5612 -1.5012  -0.53
C26 0.6005 -3.8181 -2.0486  -0.07
C27 -0.0929 -5.7740 -0.7174  -0.06
C28 -1.4373 -5.0629 -2.7057  -0.06
H1 -6.8629 -4.4271 1.6316  0.07
H2 -6.1738 -3.9308 0.0717  0.09
H3 -6.0524 -2.8621 1.4676  0.07
H4 -5.3535 -5.0645 3.5428  0.08
H5 -4.5145 -3.5092 3.4306  0.07
H6 -3.5887 -5.0034 3.3470  0.09
H7 -5.5867 -6.5270 1.5752  0.08
H8 -3.8321 -6.5604 1.3609  0.08
H9 -4.8801 -6.1150 0.0069  0.08
H10 -3.9924 -1.9362 1.8487  0.10
H11 -2.7096 -0.2598 3.9504  0.10
H12 0.9544 -1.4211 5.8033  0.08
H13 3.2959 -0.4144 1.9134  0.08
H14 2.8311 -2.0803 1.7118  0.09
H15 4.3432 -1.6966 2.5616  0.08
H16 3.2192 0.6666 4.2230  0.09
H17 4.3991 -0.5669 4.6984  0.07
H18 2.9338 -0.3169 5.6647  0.07
H19 2.2761 -3.5098 3.7719  0.09
H20 2.4003 -2.8302 5.3978  0.06
H21 3.8535 -3.0162 4.4095  0.07
H22 0.0117 -0.7392 7.7114  0.08
H23 -0.3677 -2.4233 7.3239  0.08
H24 -1.3825 -1.5265 8.4616  0.08
H25 -1.5191 1.1205 6.9204  0.09
H26 -2.8695 0.3012 7.7329  0.07
H27 -2.9887 0.7476 6.0233  0.08
H28 -2.4537 -2.9780 5.9745  0.09
H29 -3.5601 -1.6984 5.4847  0.07
H30 -3.4001 -2.1051 7.1990  0.07
H31 -2.7402 -5.4416 -0.2352  0.08
H32 1.2262 -3.4116 -1.2562  0.08
H33 0.3277 -2.9778 -2.6816  0.08
H34 1.1918 -4.5300 -2.6368  0.08
H35 0.4884 -5.4378 0.1435  0.09
H36 0.5603 -6.3735 -1.3589  0.07
H37 -0.8932 -6.4211 -0.3531  0.06
H38 -1.8185 -4.2163 -3.2799  0.09
H39 -2.2887 -5.6742 -2.3969  0.07
H40 -0.8035 -5.6660 -3.3637  0.07
S1 0.0176 6.6985 -3.6951  0.37
C29 -0.0333 5.2366 -2.8879  -1.55
S2 -0.7322 3.8113 -3.5353  0.87
C30 -0.4395 2.7382 -2.1884  -1.15
C31 0.2069 3.2996 -1.1351  -1.14
S3 0.5135 2.4541 0.3450  0.48
S4 0.6170 4.9860 -1.3225  0.87
S5 -1.0298 1.1132 -2.1921  0.48
Br1 2.2229 -0.0103 -1.5005  -0.11

---

[2]
The following is a quantum chemistry calculation of a 2-piece molecular cluster, C5H9N overall, from OMol25.

As for the highest occupied orbital energy: -9.01 eV. As for the spin multiplicity: 1. The value obtained for the LUMO energy is 0.7 eV. As for the energy relative to the best compared isomer or geometry (same formula, charge and spin): 74.1 kcal per mole. Its SMILES is C=C=N.C=CC.

Each line ends with the Löwdin charge.
Element x y z (Å)
C1 -1.6141 -0.7172 1.7550  -0.02
C2 -1.0811 -1.0252 2.8908  -0.24
N1 -0.9761 -0.9772 4.1436  0.14
H1 -0.9528 -0.5962 0.8545  0.03
H2 -2.6211 -0.4371 1.5508  0.05
H3 -0.8725 -1.7448 4.7536  0.04
C3 1.1577 0.1478 -0.5844  -0.03
C4 0.6062 0.1245 -1.7620  -0.26
C5 0.8912 1.2057 -2.7431  -0.11
H4 1.9034 0.8750 -0.3551  0.05
H5 0.8990 -0.5530 0.2622  0.06
H6 -0.2240 -0.4888 -1.8751  0.07
H7 1.0043 2.0930 -2.1649  0.06
H8 1.8236 0.8996 -3.2109  0.07
H9 0.0562 1.1940 -3.5149  0.10

---

[3]
The following is a quantum chemistry calculation of a 19-piece molecular cluster, C42H89B2Cl36N3O5P overall, from OMol25.

The net charge is +1. As for the highest occupied orbital energy: -10.93 eV. As for the spin multiplicity: 1. The value obtained for the LUMO energy is -3.0 eV.

Each line ends with the Löwdin charge.
Element x y z (Å)
C1 9.6222 1.6529 -1.1661  -0.13
C2 8.2522 1.3988 -1.8934  -0.22
C3 7.1652 2.0808 -1.0008  -0.21
C4 5.8692 2.4953 -1.7783  -0.22
C5 4.9800 1.3133 -2.3408  -0.14
C6 3.5329 1.8854 -2.2875  -0.15
C7 2.3477 0.8734 -2.3754  -0.29
B1 2.8382 -0.3437 -3.3198  -0.38
O1 3.0561 -1.6211 -2.8005  0.14
C8 3.1549 -0.1731 -4.8829  -0.11
C9 1.9895 0.4294 -5.7129  -0.13
C10 2.0632 0.4065 -0.9211  -0.29
O2 3.1846 -0.1743 -0.3034  -0.09
C11 3.2327 0.1105 1.0908  -0.16
C12 3.8184 1.4985 1.4517  -0.17
C13 5.0984 1.4514 2.3146  -0.23
C14 5.4628 2.9448 2.6736  -0.09
C15 0.8627 -0.5620 -0.8715  -0.04
N1 -0.3087 -0.0607 -1.5932  0.00
C16 -1.3840 0.4783 -0.7447  -0.10
C17 -0.9664 1.2047 0.5558  -0.17
O3 -1.5677 0.5177 1.6487  -0.16
C18 -0.6790 0.3849 2.7557  -0.27
C19 -0.2692 -1.1021 2.8815  -0.09
C20 -0.0152 0.6211 -2.7583  -0.30
N2 -0.7418 0.4266 -3.8102  0.31
B2 -1.9240 -0.4968 -3.8601  -0.66
O4 -1.8420 -1.8154 -4.2283  0.22
O5 -3.1717 0.0363 -3.5495  0.07
C21 -3.4646 1.1727 -4.3839  -0.22
C22 -4.8549 1.7318 -3.9737  -0.04
N3 1.0856 1.4701 -2.9080  -0.14
P1 0.8097 3.1632 -2.4439  1.01
C23 1.2836 4.1498 -3.9754  -0.25
C24 -1.0007 3.6274 -2.2809  -0.30
H1 9.7584 1.0460 -0.2525  -0.01
H2 10.4350 1.3804 -1.8539  0.07
H3 9.7219 2.7058 -0.8876  0.04
H4 8.0502 0.3204 -1.9454  0.09
H5 8.3002 1.8554 -2.8921  0.10
H6 6.8512 1.4011 -0.1931  0.08
H7 7.5477 3.0232 -0.5858  0.06
H8 5.2532 3.1885 -1.1896  0.09
H9 6.1919 3.0518 -2.6741  0.07
H10 5.3567 1.1411 -3.3562  0.11
H11 5.1665 0.4461 -1.6972  0.12
H12 3.3805 2.5346 -1.4163  0.08
H13 3.4352 2.5533 -3.1618  0.11
H14 2.4443 -2.2400 -3.2078  0.11
H15 4.0837 0.3939 -5.0463  0.10
H16 3.3507 -1.1724 -5.3092  0.11
H17 2.3010 0.5613 -6.7594  0.08
H18 1.1174 -0.2433 -5.7084  0.05
H19 1.6637 1.4226 -5.3747  0.04
H20 1.8598 1.3437 -0.3613  0.13
H21 3.8858 -0.6445 1.5557  0.13
H22 2.2300 -0.0698 1.5185  0.11
H23 4.0117 2.1513 0.5919  0.10
H24 3.0554 2.0224 2.0567  0.12
H25 5.9598 1.0726 1.7523  0.06
H26 4.9563 0.9468 3.2759  0.07
H27 4.7681 3.6264 2.1570  0.07
H28 6.4662 3.2174 2.3278  0.04
H29 5.3392 3.1493 3.7437  0.07
H30 0.6552 -0.8339 0.1689  0.11
H31 1.1599 -1.5065 -1.3507  0.14
H32 -2.0469 -0.3678 -0.4719  0.05
H33 -2.0239 1.1390 -1.3489  0.10
H34 0.1050 1.3880 0.6883  0.11
H35 -1.4437 2.1960 0.5455  0.10
H36 0.1606 1.0918 2.7594  0.10
H37 -1.2739 0.6164 3.6537  0.11
H38 -1.0975 -1.6237 3.3854  0.08
H39 -0.1604 -1.6159 1.9157  0.07
H40 0.6176 -1.2803 3.4892  0.02
H41 -0.4948 0.9190 -4.6634  0.11
H42 -2.4703 -1.9091 -4.9481  0.11
H43 -2.7484 1.9992 -4.2609  0.09
H44 -3.4541 0.9172 -5.4563  0.10
H45 -4.7528 2.6011 -3.3091  0.02
H46 -5.3325 2.0885 -4.8927  0.08
H47 -5.4465 0.9918 -3.4295  0.09
H48 0.4696 3.9690 -4.7051  0.04
H49 2.1956 3.7763 -4.4485  0.02
H50 1.3474 5.2195 -3.7574  0.05
H51 -1.0882 4.5987 -2.7970  0.05
H52 -1.2649 3.8286 -1.2329  -0.08
H53 -1.7055 2.9570 -2.7917  0.01
C25 8.3198 6.1215 -2.2426  -0.98
Cl1 6.6166 5.8044 -2.5892  0.54
Cl2 8.7651 5.5700 -0.6226  0.57
H54 8.9300 5.5976 -2.9696  0.03
H55 8.4970 7.1887 -2.3090  0.03
C26 8.4419 -1.1606 1.8767  -0.98
Cl3 8.8854 0.5390 2.0790  0.55
Cl4 9.1722 -1.8569 0.4243  0.52
H56 8.8168 -1.7072 2.7345  0.03
H57 7.3618 -1.2528 1.8213  0.02
C27 6.8895 -4.9825 -1.5833  -1.01
Cl5 6.7871 -6.5966 -2.3058  0.52
Cl6 7.7051 -5.0186 -0.0279  0.52
H58 7.4427 -4.3331 -2.2531  0.03
H59 5.8963 -4.6015 -1.4379  0.02
C28 -1.9571 -0.1752 -7.8999  -1.02
Cl7 -1.0131 1.2541 -7.4399  0.56
Cl8 -1.5455 -0.7221 -9.5210  0.56
H60 -1.7456 -0.9751 -7.1965  0.01
H61 -3.0119 0.0779 -7.8714  0.03
C29 -4.9322 -0.3444 0.7430  -1.00
Cl9 -3.9581 -1.6699 0.0973  0.57
Cl10 -6.5481 -0.8908 1.1976  0.53
H62 -4.4366 0.0576 1.6202  0.03
H63 -5.0229 0.4225 -0.0153  0.00
C30 5.6654 -7.5552 2.1729  -1.04
Cl11 6.1099 -7.5573 3.8825  0.51
Cl12 3.9137 -7.4128 1.9617  0.49
H64 6.1454 -6.7129 1.6867  -0.03
H65 5.9992 -8.4827 1.7218  0.03
C31 -10.0246 -1.6949 0.6352  -1.05
Cl13 -9.4562 -2.2484 2.2137  0.49
Cl14 -11.6720 -1.0590 0.7273  0.53
H66 -9.3653 -0.9097 0.2812  0.00
H67 -10.0088 -2.5306 -0.0537  -0.01
C32 -14.8089 0.9263 -0.1212  -1.03
Cl15 -15.1871 2.6041 -0.5342  0.52
Cl16 -15.0946 0.5991 1.5907  0.51
H68 -15.4375 0.2706 -0.7127  0.03
H69 -13.7646 0.7394 -0.3446  -0.01
C33 -8.7040 -3.8698 5.5852  -1.04
Cl17 -9.0608 -5.5990 5.5651  0.49
Cl18 -9.4743 -3.0611 6.9556  0.53
H70 -7.6308 -3.7346 5.6579  0.03
H71 -9.0716 -3.4276 4.6673  -0.04
C34 -13.0428 -1.7609 8.1452  -1.04
Cl19 -13.4221 -0.0800 7.7503  0.50
Cl20 -13.3124 -2.0976 9.8590  0.50
H72 -13.6782 -2.4117 7.5556  0.03
H73 -12.0008 -1.9493 7.9104  -0.02
C35 9.4396 5.9610 2.8278  -1.04
Cl21 9.4503 4.1980 2.9790  0.49
Cl22 8.3373 6.7000 3.9942  0.51
H74 10.4421 6.3321 3.0080  0.03
H75 9.1218 6.2307 1.8280  -0.06
C36 -7.8442 -5.6202 0.9380  -1.01
Cl23 -7.7559 -4.0020 0.2187  0.50
Cl24 -7.9126 -5.5527 2.7042  0.51
H76 -8.7380 -6.1164 0.5750  -0.09
H77 -6.9632 -6.1801 0.6440  0.03
C37 -9.8333 -8.3495 -1.2364  -0.99
Cl25 -9.7382 -6.7390 -1.9628  0.53
Cl26 -9.8930 -8.2636 0.5293  0.56
H78 -10.7308 -8.8417 -1.5927  0.03
H79 -8.9578 -8.9174 -1.5294  0.03
C38 2.3913 -0.9216 6.0507  -0.99
Cl27 0.9730 0.0741 5.6990  0.57
Cl28 3.8879 0.0011 5.8755  0.53
H80 2.3208 -1.2849 7.0697  0.03
H81 2.4131 -1.7576 5.3596  0.03
C39 -4.0144 4.9578 0.0143  -0.95
Cl29 -4.2866 3.3775 -0.7247  0.57
Cl30 -2.2986 5.3998 0.0592  0.58
H82 -4.5440 5.7004 -0.5712  0.03
H83 -4.3988 4.9438 1.0277  0.03
C40 -17.2191 5.5207 1.0029  -1.04
Cl31 -17.1245 7.1273 0.2703  0.50
Cl32 -17.2861 5.6187 2.7657  0.50
H84 -18.1134 5.0240 0.6448  0.03
H85 -16.3403 4.9529 0.7169  -0.02
C41 6.0981 0.2261 9.1895  -1.04
Cl33 7.2570 -1.0987 9.3380  0.51
Cl34 4.4982 -0.2428 9.7768  0.49
H86 6.4513 1.0682 9.7734  0.03
H87 6.0178 0.5057 8.1451  0.00
C42 10.3740 -7.9414 -1.0600  -1.05
Cl35 10.8937 -9.5848 -1.4503  0.51
Cl36 11.6797 -6.7734 -1.2947  0.50
H88 9.5452 -7.6737 -1.7055  -0.02
H89 10.0605 -7.9105 -0.0226  0.02

---

[4]
The following is a quantum chemistry calculation of C2H2InO6 as an isolated structure, from OMol25.

The net charge is +1. As for the highest occupied orbital energy: -11.99 eV. As for the spin multiplicity: 1. The value obtained for the LUMO energy is -9.5 eV. As for the energy relative to the best compared isomer or geometry (same formula, charge and spin): 32.4 kcal per mole.

Each line ends with the Löwdin charge.
Element x y z (Å)
In1 0.9513 0.5068 5.1358  0.99
O1 2.3209 2.0882 -1.6678  0.21
C1 2.6840 1.1537 -0.8385  -0.78
O2 3.0577 0.0984 -1.3452  0.23
O3 2.6024 1.3126 0.4021  0.19
H1 2.5628 1.6793 -2.5020  0.14
O4 -3.6482 -0.7709 0.4002  0.22
C2 -2.5244 -1.3938 0.2986  -0.79
O5 -2.3383 -2.0486 -0.7216  0.23
O6 -1.6514 -1.4166 1.2089  0.20
H2 -4.0167 -1.2091 -0.3703  0.14

---

[5]
The following is a quantum chemistry calculation of C6H8 in the gas phase, from OMol25.

As for the highest occupied orbital energy: -9.78 eV. As for the spin multiplicity: 1. The value obtained for the LUMO energy is 1.1 eV. As for the energy relative to the best compared isomer or geometry (same formula, charge and spin): 65.6 kcal per mole. Its SMILES is C#CC1CCC1.

Each line ends with the Löwdin charge.
Element x y z (Å)
C1 -1.5002 -2.5913 0.1916  0.11
C2 -0.9666 -1.5115 0.2103  -0.09
C3 -0.1743 -0.2986 0.2978  -0.41
C4 0.9411 -0.0263 -0.7204  -0.18
C5 1.0173 1.3661 -0.0790  -0.13
C6 -0.6527 1.1513 0.2185  -0.08
H1 -1.9660 -3.5512 0.2106  0.02
H2 0.3422 -0.2357 1.2558  0.13
H3 1.7655 -0.7455 -0.6638  0.11
H4 0.6169 0.0850 -1.7596  0.11
H5 1.7168 1.2431 0.7952  0.11
H6 1.3934 2.2456 -0.6054  0.08
H7 -1.5411 1.2112 -0.4730  0.12
H8 -0.9924 1.6577 1.1212  0.08